C19H24N2O2 | ωB97M-V/def2-TZVPD

As for the structure (SMILES): CC[C@H]1CN2CC[C@H]1C[C@H]2[C@H](O)c1ccnc2ccc(O)cc12. The calculation puts the energy relative to the best compared isomer or geometry (same formula, charge and spin) at 376.1 kJ/mol. Its LUMO energy is 0.0046 Eh.

ORCA input file:
```
! wB97M-V def2-TZVPD RIJCOSX def2/J DEFGRID3
* xyz 0 1
C -5.405 0.075 -0.332
C -4.009 -0.519 -0.781
C -2.935 0.599 -0.734
C -2.559 1.018 0.717
N -1.100 0.925 1.061
C -0.523 2.051 0.188
C -0.667 1.733 -1.328
C -1.530 0.335 -1.422
C -0.731 -0.797 -0.692
C -0.744 -0.522 0.752
C 0.482 -0.940 1.466
O -0.005 -0.843 2.881
C 1.882 -0.176 1.293
C 2.304 0.820 2.167
C 3.464 1.510 1.996
N 4.236 1.239 0.987
C 4.090 0.148 0.329
C 5.064 -0.217 -0.654
C 4.924 -1.390 -1.358
C 3.729 -2.129 -1.301
O 3.283 -2.998 -2.199
C 2.758 -1.761 -0.419
C 2.871 -0.602 0.376
H -5.298 0.651 0.676
H -5.776 0.717 -1.215
H -6.255 -0.709 -0.171
H -4.104 -0.912 -1.800
H -3.760 -1.360 -0.041
H -3.378 1.420 -1.369
H -3.051 0.368 1.457
H -2.963 2.012 0.895
H 0.494 2.101 0.522
H -1.042 3.030 0.307
H -1.205 2.495 -1.891
H 0.395 1.624 -1.646
H -1.599 0.085 -2.457
H 0.306 -0.689 -1.064
H -1.048 -1.851 -0.805
H -1.558 -1.153 1.217
H 0.588 -2.054 1.409
H -0.427 0.000 3.036
H 1.541 1.219 2.891
H 3.603 2.422 2.575
H 5.854 0.446 -0.932
H 5.653 -1.901 -2.059
H 2.336 -3.245 -2.115
H 1.815 -2.274 -0.411
*
```

These are the natural (NBO) partial charges, in e, on atoms 1 to 6: -0.621 -0.399 -0.253 -0.241 -0.462 -0.237


C23H25N3O3 | ωB97M-V/def2-TZVPD

As for the structure (SMILES): CCOC(=O)c1[nH]ncc1CN1CCC[C@H](C(=O)c2cccc3ccccc23)C1. The calculation puts the energy relative to the best compared isomer or geometry (same formula, charge and spin) at 239.0 kJ/mol. Its LUMO energy is 0.0061 Eh.

ORCA input file:
```
! wB97M-V def2-TZVPD RIJCOSX def2/J DEFGRID3
* xyz 0 1
C 6.844 0.575 0.312
C 5.533 0.828 1.044
O 4.452 0.124 0.434
C 4.268 -1.141 0.805
O 4.957 -1.738 1.602
C 3.125 -1.760 0.132
N 2.856 -3.076 0.324
N 1.808 -3.482 -0.362
C 1.367 -2.420 -1.016
C 2.155 -1.290 -0.749
C 1.964 0.098 -1.258
N 1.676 1.013 -0.164
C 1.722 2.412 -0.536
C 0.500 2.862 -1.345
C -0.780 2.543 -0.577
C -0.826 1.058 -0.195
C -2.009 0.792 0.715
O -2.244 1.513 1.662
C -2.836 -0.395 0.376
C -2.218 -1.581 0.047
C -2.960 -2.731 -0.243
C -4.326 -2.688 -0.229
C -5.004 -1.494 0.088
C -6.414 -1.435 0.100
C -7.064 -0.275 0.414
C -6.330 0.878 0.726
C -4.962 0.856 0.720
C -4.259 -0.327 0.410
C 0.476 0.716 0.574
H 6.748 0.842 -0.737
H 7.633 1.172 0.760
H 7.114 -0.476 0.387
H 5.618 0.514 2.089
H 5.248 1.881 0.992
H 3.378 -3.703 0.918
H 0.515 -2.498 -1.662
H 1.179 0.080 -2.032
H 2.894 0.440 -1.720
H 2.642 2.593 -1.096
H 1.768 2.989 0.393
H 0.563 3.935 -1.533
H 0.488 2.353 -2.312
H -1.655 2.795 -1.180
H -0.820 3.135 0.340
H -0.897 0.442 -1.095
H -1.141 -1.650 0.046
H -2.439 -3.648 -0.477
H -4.908 -3.570 -0.457
H -6.969 -2.329 -0.147
H -8.144 -0.238 0.422
H -6.854 1.790 0.970
H -4.408 1.747 0.969
H 0.489 -0.340 0.854
H 0.490 1.308 1.494
*
```

These are the natural (NBO) partial charges, in e, on atoms 1 to 6: -0.633 -0.074 -0.486 0.760 -0.609 0.039


CHN3O4S | ωB97M-V/def2-TZVPD

The calculation puts the energy relative to the best compared isomer or geometry (same formula, charge and spin) at 149.8 kJ/mol. Its LUMO energy is -0.0227 Eh.

ORCA input file:
```
! wB97M-V def2-TZVPD RIJCOSX def2/J DEFGRID3
* xyz 0 1
C 0.763 0.171 0.641
N 1.002 -0.344 -0.465
N 0.834 1.057 1.447
N -1.371 -0.265 -1.294
O -1.635 -0.319 -0.117
O -1.972 -0.011 -2.315
O 0.286 -2.191 -1.976
O 0.471 1.136 2.737
S 0.359 -0.786 -1.836
H 1.263 1.552 3.178
*
```

These are the natural (NBO) partial charges, in e, on atoms 1 to 6: 0.680 -0.827 -0.186 0.352 -0.355 -0.346


Q: Among the records above, which one has the highest energy relative to the best compared isomer or geometry (same formula, charge and spin)?
A: C19H24N2O2